No. 1
ORCA calculation (ωB97M-V with the def2-TZVPD basis set) on a structure of composition C20H16ClFN3O8SZr.

Last column: Mulliken charge in e.
Positions of all 51 atoms, in Å:
Zr (-0.22142, -0.70505, 0.10898)  0.95
O (0.69653, -2.36012, 1.06380)  -0.70
N (1.39360, -3.44390, 0.77311)  0.32
C (2.10770, -3.97887, 1.78628)  -0.23
C (2.84422, -5.11411, 1.61652)  -0.77
C (2.84009, -5.71989, 0.34995)  -0.02
C (2.11656, -5.16250, -0.66513)  -0.84
C (1.35758, -3.97554, -0.48869)  0.56
S (0.46660, -3.21350, -1.68712)  -0.36
H (2.02810, -3.42588, 2.70922)  0.44
H (3.40339, -5.51868, 2.44672)  0.38
H (3.40862, -6.62494, 0.17681)  0.36
H (2.09459, -5.60260, -1.65118)  0.37
C (-2.20300, 3.09731, -0.25776)  -1.09
C (-2.92514, 1.79827, -0.24076)  0.29
N (-2.40696, 0.59026, -0.14469)  0.23
C (-3.45806, -0.28592, -0.19704)  0.13
C (-4.63506, 0.39606, -0.32255)  0.00
N (-4.27171, 1.71568, -0.34954)  -0.07
C (-6.06562, 0.02252, -0.40971)  0.49
O (-6.34887, -1.25751, -0.37895)  -0.57
O (-6.90265, 0.89815, -0.51796)  -0.67
C (-3.18757, -1.74290, -0.10842)  0.65
O (-4.14699, -2.53466, -0.13441)  -0.93
O (-1.96845, -2.04741, -0.01547)  -0.32
H (-1.24188, 2.97225, 0.22919)  0.05
H (-2.78859, 3.86631, 0.24744)  0.44
H (-2.02233, 3.42018, -1.28570)  0.28
H (-4.93778, 2.46696, -0.42371)  0.23
H (-5.49822, -1.83700, -0.28649)  0.46
C (-0.57702, 0.12965, -3.50577)  -1.28
C (-0.23216, -0.20326, -2.08455)  0.92
O (0.96244, -0.18148, -1.75609)  -0.50
H (-0.19054, -0.67938, -4.13211)  0.28
H (-0.07458, 1.05527, -3.79895)  0.34
H (-1.65075, 0.21503, -3.65814)  0.32
Cl (5.42602, 5.74209, 1.70375)  -0.24
C (4.28500, 4.45737, 1.40125)  0.50
C (4.72691, 3.14464, 1.40888)  -0.73
C (3.81413, 2.12957, 1.17048)  -0.28
C (2.48094, 2.42675, 0.91786)  -0.05
C (2.05985, 3.74927, 0.91132)  0.01
C (2.95906, 4.77477, 1.15830)  -0.86
C (1.51405, 1.31051, 0.65321)  0.94
O (0.35779, 1.58265, 0.22329)  -0.53
O (1.86894, 0.12895, 0.85611)  -0.88
H (5.76877, 2.92684, 1.59977)  0.41
H (4.11902, 1.09198, 1.17666)  0.46
H (1.01948, 3.96520, 0.70959)  0.33
H (2.64247, 5.80880, 1.16245)  0.41
F (-0.80712, -0.26818, 1.93992)  -0.62

Results
- total charge = -1
- energy above the lowest of the compared OMol25 structures with the same formula, charge and spin (kJ/mol) = 16.9
- highest occupied orbital energy (eV) = -5.0



No. 2
ORCA calculation (ωB97M-V with the def2-TZVPD basis set) on a cluster of 2 separate species, C3H9N2O in total in a non-equilibrium geometry.

Last column: Mulliken charge in e.
Positions of all 15 atoms, in Å:
C (1.13277, -1.79660, 0.84297)  -0.35
C (1.04220, -0.36776, 1.08968)  -0.24
C (-1.01061, 1.31837, -0.93540)  0.00
N (-1.79342, 0.69019, -0.13666)  -0.25
N (0.03119, 0.76777, -1.45106)  -0.26
O (0.01090, -1.01465, 0.44223)  -0.62
H (1.69773, -1.92980, -0.06990)  0.24
H (1.07487, -2.42845, 1.63116)  0.33
H (1.51781, 0.38188, 0.41541)  0.26
H (0.90831, -0.10322, 2.08107)  0.28
H (-2.41298, 1.29802, 0.36259)  0.25
H (-1.58648, -0.23287, 0.27904)  0.38
H (0.43359, 1.32503, -2.20308)  0.23
H (0.24311, -0.16092, -1.16866)  0.32
H (-1.28902, 2.25302, -1.17938)  0.46

Results
- total charge = +1
- energy above the lowest of the compared OMol25 structures with the same formula, charge and spin (kJ/mol) = 253.4
- highest occupied orbital energy (eV) = -15.5



No. 3
ORCA calculation (ωB97M-V with the def2-TZVPD basis set) on an isolated molecule of C5H7N3 in a non-equilibrium geometry.

Last column: Mulliken charge in e.
Positions of all 15 atoms, in Å:
C (2.47801, 1.71445, -1.23140)  -0.66
C (1.48116, 0.78471, -1.12746)  -0.08
N (0.00776, 0.84068, -0.76037)  -0.40
C (-0.74953, -0.21626, -0.08069)  0.63
C (-0.30343, -1.50324, -0.61915)  0.19
N (0.53011, -2.37466, -1.24915)  -0.46
N (-1.30994, 0.07205, 1.06842)  -0.51
C (-2.10825, -0.99326, 1.98297)  -0.63
H (3.15641, 1.14501, -2.00489)  0.21
H (2.53272, 2.93518, -1.16480)  0.25
H (1.58237, -0.15870, -1.44183)  0.31
H (-0.23862, 1.45125, 0.24496)  0.37
H (-3.11595, -1.04373, 1.27734)  0.27
H (-2.28565, -0.43282, 3.03368)  0.27
H (-1.65717, -2.22066, 2.07236)  0.24

Results
- energy above the lowest of the compared OMol25 structures with the same formula, charge and spin (kJ/mol) = 826.5
- highest occupied orbital energy (eV) = -9.2



No. 4
ORCA calculation (ωB97M-V with the def2-TZVPD basis set) on a structure of composition C14H19BaBr in a non-equilibrium geometry.

Last column: Mulliken charge in e.
Positions of all 35 atoms, in Å:
C (2.06440, 0.57124, -1.04760)  -0.06
C (3.12317, -0.08409, -0.35974)  -0.88
C (3.04787, -1.47376, -0.66290)  -0.71
H (3.88155, 0.39710, 0.25349)  0.32
C (1.92698, -1.67613, -1.51509)  -0.75
C (1.32541, -0.41164, -1.76035)  -0.07
H (0.47134, -0.21248, -2.41085)  0.31
H (1.87369, 1.64505, -1.05205)  0.32
H (3.76565, -2.22916, -0.35363)  0.40
H (1.60185, -2.62419, -1.94830)  0.31
Ba (0.94405, -1.31675, 1.38906)  1.39
Br (1.08676, 0.01080, 3.99399)  -0.88
C (-2.82454, 1.80561, 0.36481)  -0.52
C (-2.46664, 1.47449, -0.97381)  -0.65
C (-1.30244, 2.23651, -1.31858)  -0.48
H (-2.97165, 0.74977, -1.60905)  0.34
C (-0.95068, 3.03348, -0.18762)  -0.60
C (-1.89140, 2.76678, 0.85493)  -0.57
H (-1.91655, 3.24061, 1.83167)  0.37
H (-3.65574, 1.37446, 0.93110)  0.37
H (-0.75895, 2.19949, -2.26038)  0.48
H (-0.10456, 3.72322, -0.12900)  0.37
C (-2.49526, -4.57321, 2.73579)  -1.66
C (-1.39649, -4.28587, 1.68805)  1.75
C (-1.42849, -5.31472, 0.54090)  -1.69
C (-1.49084, -2.89507, 1.16052)  -2.09
H (-3.49704, -4.38423, 2.32159)  0.37
H (-2.36502, -3.93416, 3.62020)  0.31
H (-2.44420, -5.62046, 3.06361)  0.44
H (-0.42180, -4.42977, 2.21241)  -0.19
H (-2.34647, -5.21581, -0.05403)  0.37
H (-0.57425, -5.19405, -0.13875)  0.29
H (-1.39304, -6.33303, 0.94865)  0.43
H (-1.55546, -2.75417, 0.07673)  0.37
H (-2.01166, -2.16062, 1.78382)  0.50

Results
- total charge = -2
- highest occupied orbital energy (eV) = -0.3